1.
Below is a cluster of 6 separate species, C39H73ClN6O2P2 in total at a distorted geometry, with properties calculated with wB97M-V/def2-TZVPD.

Each line ends with the Löwdin charge.
Element x y z (Å)
C: -2.653 -2.173 1.210  0.040
C: -2.980 -3.381 1.644  -0.280
P: -3.106 -5.119 2.391  0.554
C: -2.065 -6.639 1.916  -0.358
C: -0.475 -6.374 1.821  -0.249
C: -0.054 -5.025 1.048  -0.213
C: 1.579 -5.086 0.871  -0.203
C: 2.267 -3.626 0.856  -0.209
C: 2.789 -3.104 2.290  -0.209
C: 1.670 -2.389 3.207  -0.215
C: 0.886 -1.160 2.507  -0.202
C: 1.722 -0.353 1.383  -0.210
C: 1.289 1.228 1.370  -0.267
C: 2.598 2.185 1.445  -0.161
C: -2.029 -4.680 3.904  -0.306
C: -2.885 -3.675 4.873  -0.230
N: -2.429 -2.252 4.795  -0.125
C: -1.226 -1.972 5.639  -0.218
C: -1.439 -2.161 7.228  -0.103
C: -3.545 -1.310 5.047  -0.340
C: -3.820 -0.007 4.102  -0.010
O: -4.375 -1.519 6.013  0.002
P: -4.451 -5.660 0.692  0.379
O: -3.612 -5.420 -0.809  -0.435
Cl: -6.134 -4.358 0.819  0.054
H: -2.322 -1.089 0.979  0.066
H: -4.263 -5.373 3.245  0.038
H: -2.232 -7.427 2.762  0.107
H: -2.494 -7.091 0.947  0.045
H: 0.075 -6.442 2.847  0.115
H: -0.034 -7.259 1.199  0.123
H: -0.509 -4.965 -0.023  0.127
H: -0.308 -4.050 1.597  0.070
H: 1.963 -5.637 1.822  0.104
H: 1.862 -5.681 -0.092  0.114
H: 3.210 -3.713 0.173  0.097
H: 1.550 -2.915 0.311  0.099
H: 3.667 -2.375 2.111  0.099
H: 3.236 -3.968 2.937  0.115
H: 0.959 -3.220 3.613  0.079
H: 2.202 -1.959 4.149  0.115
H: 0.648 -0.393 3.351  0.096
H: -0.159 -1.529 2.141  0.085
H: 2.862 -0.471 1.441  0.092
H: 1.409 -0.757 0.338  0.098
H: 0.751 1.460 0.362  0.081
H: 0.562 1.457 2.237  0.094
H: 2.196 3.276 1.530  0.065
H: 3.218 2.015 0.491  0.071
H: 3.170 1.889 2.415  0.078
H: -1.039 -4.144 3.632  0.065
H: -1.714 -5.631 4.494  0.101
H: -2.852 -4.143 5.921  0.111
H: -4.011 -3.672 4.563  0.112
H: -0.316 -2.597 5.302  0.104
H: -0.975 -0.843 5.478  0.128
H: -1.549 -3.300 7.451  0.074
H: -0.525 -1.808 7.838  0.080
H: -2.371 -1.622 7.626  0.075
H: -3.988 -0.313 2.989  0.065
H: -4.793 0.487 4.486  0.088
H: -2.948 0.738 4.164  0.084
H: -4.177 -5.868 -1.496  0.044
C: -6.858 2.172 1.701  -0.111
C: -6.535 2.211 0.211  -0.270
C: -5.083 1.837 -0.094  -0.183
C: -4.152 2.807 0.586  -0.189
N: -3.413 3.577 1.124  0.138
H: -6.263 2.897 2.262  0.071
H: -7.910 2.417 1.868  0.074
H: -6.670 1.177 2.117  0.073
H: -6.748 3.216 -0.171  0.112
H: -7.200 1.520 -0.315  0.110
H: -4.905 1.867 -1.172  0.112
H: -4.866 0.824 0.258  0.108
C: -0.998 4.946 -3.792  -0.120
C: -1.800 4.647 -2.530  -0.269
C: -1.059 5.034 -1.249  -0.181
C: 0.227 4.258 -1.150  -0.164
N: 1.247 3.639 -1.073  0.152
H: -0.069 4.371 -3.826  0.054
H: -1.577 4.681 -4.682  0.070
H: -0.747 6.010 -3.854  0.073
H: -2.044 3.578 -2.510  0.105
H: -2.748 5.192 -2.573  0.109
H: -1.679 4.813 -0.375  0.078
H: -0.835 6.105 -1.243  0.076
C: 3.750 6.177 -2.148  -0.112
C: 3.328 6.908 -3.419  -0.300
C: 2.763 8.303 -3.144  -0.179
C: 1.541 8.194 -2.270  -0.178
N: 0.571 8.105 -1.578  0.132
H: 2.901 6.004 -1.481  0.050
H: 4.173 5.200 -2.394  0.073
H: 4.508 6.748 -1.600  0.073
H: 2.582 6.303 -3.945  0.038
H: 4.194 6.998 -4.082  0.106
H: 2.488 8.789 -4.084  0.112
H: 3.508 8.928 -2.643  0.114
C: 7.011 -3.421 -2.763  -0.114
C: 5.560 -3.858 -2.934  -0.275
C: 4.602 -2.679 -3.126  -0.189
C: 4.653 -1.777 -1.922  -0.193
N: 4.696 -1.054 -0.962  0.142
H: 7.145 -2.808 -1.868  0.071
H: 7.660 -4.294 -2.658  0.073
H: 7.352 -2.846 -3.630  0.077
H: 5.259 -4.440 -2.056  0.107
H: 5.488 -4.521 -3.801  0.108
H: 3.580 -3.044 -3.257  0.112
H: 4.874 -2.105 -4.017  0.115
C: 0.849 2.360 -6.567  -0.105
C: 1.495 2.959 -7.812  -0.270
C: 2.771 3.745 -7.502  -0.179
C: 2.454 4.889 -6.576  -0.143
N: 2.201 5.797 -5.841  0.156
H: 0.531 3.136 -5.865  0.051
H: -0.041 1.786 -6.839  0.075
H: 1.542 1.690 -6.049  0.081
H: 0.769 3.611 -8.309  0.113
H: 1.734 2.152 -8.511  0.108
H: 3.202 4.141 -8.425  0.114
H: 3.515 3.097 -7.030  0.118

- frontier orbital gap (hartree) = 0.2967
- maximum force (eV/Å) = 7.82
- M (g mol⁻¹) = 755.45
- electronic energy (eV) = -85752.6923
- SMILES string = C#C[PH](CCCCCCCCCCC)(CCN(CC)C(C)=O)P(O)Cl.CCCC#N.CCCC#N.CCCC#N.CCCC#N.CCCC#N
- LUMO level (eV) = 0.37

***

2.
Below is a cluster of 6 separate species, C39H74INO13 in total at a distorted geometry, with properties calculated with wB97M-V/def2-TZVPD.

Each line ends with the Löwdin charge.
Element x y z (Å)
C: 3.904 -0.696 4.382  -0.134
O: 3.407 0.437 3.586  -0.247
C: 4.091 0.551 2.286  -0.215
C: 3.281 -0.180 1.041  -0.164
C: 3.738 -1.751 0.927  -0.208
C: 2.507 -2.827 0.802  -0.214
C: 1.403 -2.491 -0.363  -0.213
C: -0.039 -3.243 -0.079  -0.228
C: 0.092 -4.830 0.310  -0.203
C: -0.548 -5.208 1.793  -0.216
C: -1.887 -6.158 1.708  -0.214
C: -3.174 -5.167 1.468  -0.209
C: -3.744 -4.430 2.817  -0.168
C: -5.268 -3.841 2.701  -0.223
C: -5.885 -3.394 1.252  -0.215
O: -5.361 -3.297 0.028  0.010
O: -7.271 -3.028 1.619  -0.079
C: -7.111 -2.184 2.849  -0.350
N: -7.652 -0.776 2.730  0.038
C: -7.222 -0.145 1.586  -0.243
C: -5.719 0.481 1.376  -0.058
C: -8.303 0.045 0.347  -0.065
C: -5.587 -2.402 3.491  -0.635
I: -5.415 -2.346 5.674  0.756
H: 4.900 -1.170 3.991  0.091
H: 4.056 -0.429 5.529  0.100
H: 3.072 -1.538 4.342  0.099
H: 4.133 1.714 2.037  0.127
H: 5.203 0.172 2.300  0.119
H: 3.652 0.356 0.046  0.115
H: 2.119 -0.014 1.101  0.107
H: 4.314 -2.005 1.939  0.098
H: 4.513 -1.921 0.036  0.116
H: 1.913 -2.978 1.824  0.124
H: 2.997 -3.867 0.518  0.110
H: 1.178 -1.326 -0.424  0.089
H: 1.773 -2.834 -1.438  0.123
H: -0.651 -3.180 -1.097  0.109
H: -0.656 -2.712 0.765  0.105
H: -0.526 -5.455 -0.494  0.109
H: 1.194 -5.241 0.286  0.103
H: 0.230 -5.769 2.491  0.112
H: -0.872 -4.205 2.346  0.100
H: -2.005 -6.914 2.595  0.109
H: -1.767 -6.815 0.720  0.110
H: -2.786 -4.293 0.753  0.119
H: -4.072 -5.679 0.918  0.114
H: -3.761 -5.225 3.706  0.127
H: -3.010 -3.563 3.155  0.118
H: -5.929 -4.622 3.281  0.155
H: -7.794 -2.707 3.652  0.142
H: -5.714 1.121 0.382  0.088
H: -5.518 1.260 2.255  0.114
H: -4.864 -0.310 1.272  0.068
H: -8.527 1.200 0.277  0.084
H: -7.873 -0.350 -0.668  0.094
H: -9.344 -0.464 0.627  0.097
H: -4.790 -1.662 3.000  0.098
C: -0.426 3.477 -1.950  -0.065
C: -0.039 2.808 -0.646  -0.221
O: -1.202 2.304 0.037  -0.001
C: -1.776 1.107 -0.208  -0.491
C: -1.375 0.345 -1.438  0.011
O: -2.668 0.684 0.525  0.064
H: -0.897 2.773 -2.641  0.069
H: 0.453 3.906 -2.439  0.073
H: -1.154 4.275 -1.769  0.084
H: 0.709 2.021 -0.780  0.114
H: 0.412 3.553 0.019  0.125
H: -2.081 0.565 -2.242  0.100
H: -1.408 -0.725 -1.207  0.076
H: -0.361 0.552 -1.773  0.069
C: 8.962 1.618 -0.611  -0.066
C: 9.075 0.911 0.725  -0.225
O: 7.944 0.047 0.945  -0.009
C: 7.842 -1.215 0.480  -0.493
C: 8.819 -1.691 -0.555  0.007
O: 6.917 -1.939 0.844  0.067
H: 8.960 0.910 -1.443  0.070
H: 9.794 2.313 -0.750  0.082
H: 8.021 2.176 -0.670  0.080
H: 10.014 0.362 0.837  0.115
H: 9.056 1.657 1.528  0.124
H: 8.382 -1.559 -1.548  0.101
H: 9.015 -2.754 -0.384  0.096
H: 9.785 -1.193 -0.511  0.068
C: 7.666 5.535 -2.775  -0.063
C: 6.354 5.237 -3.473  -0.221
O: 5.719 4.080 -2.898  -0.004
C: 4.933 4.103 -1.802  -0.509
C: 4.912 5.336 -0.946  0.007
O: 4.302 3.101 -1.468  0.060
H: 7.517 5.770 -1.718  0.067
H: 8.171 6.381 -3.249  0.084
H: 8.326 4.663 -2.813  0.077
H: 5.674 6.094 -3.481  0.074
H: 6.554 4.992 -4.522  0.129
H: 5.622 5.215 -0.124  0.099
H: 3.903 5.457 -0.538  0.086
H: 5.132 6.253 -1.489  0.067
C: -9.338 -4.214 -1.327  -0.059
C: -9.225 -4.921 0.009  -0.230
O: -10.356 -5.785 0.230  -0.003
C: -10.458 -7.047 -0.236  -0.507
C: -9.481 -7.523 -1.271  0.002
O: -11.383 -7.772 0.128  0.073
H: -9.340 -4.923 -2.159  0.067
H: -8.506 -3.519 -1.466  0.077
H: -10.279 -3.656 -1.386  0.085
H: -8.286 -5.470 0.121  0.113
H: -9.244 -4.176 0.812  0.110
H: -9.918 -7.391 -2.264  0.098
H: -9.285 -8.586 -1.100  0.093
H: -8.515 -7.025 -1.227  0.068
C: 1.745 9.599 -1.227  -0.066
C: 2.019 9.886 -2.690  -0.224
O: 3.242 9.255 -3.116  0.002
C: 3.341 7.973 -3.526  -0.486
C: 2.189 7.040 -3.284  0.015
O: 4.386 7.557 -4.022  0.062
H: 1.609 8.530 -1.044  0.067
H: 0.845 10.123 -0.895  0.085
H: 2.590 9.920 -0.610  0.087
H: 1.186 9.604 -3.342  0.116
H: 2.164 10.963 -2.823  0.126
H: 2.362 6.492 -2.355  0.085
H: 2.135 6.334 -4.118  0.101
H: 1.222 7.536 -3.243  0.072

- frontier orbital gap (hartree) = 0.2863
- maximum force (eV/Å) = 8.85
- M (g mol⁻¹) = 891.92
- electronic energy (eV) = -77839.6995
- SMILES string = COCCCCCCCCCCC[C@@H]1C(=O)O[C@H](N=C(C)C)[C@H]1I.CCOC(C)=O.CCOC(C)=O.CCOC(C)=O.CCOC(C)=O.CCOC(C)=O
- LUMO level (eV) = -0.18